{
  "formula": "C8H35NO9",
  "method": "ωB97M-V with the def2-TZVPD basis set",
  "species": ["C", "O", "C", "C", "C", "N", "H", "H", "H", "H", "H", "H", "H", "H", "H", "H", "H", "C", "C", "O", "H", "H", "H", "H", "H", "H", "C", "C", "O", "H", "H", "H", "H", "H", "H", "O", "H", "H", "O", "H", "H", "O", "H", "H", "O", "H", "H", "O", "H", "H", "O", "H", "H"],
  "coordinates": [[0.63565, -3.69254, -2.57634], [1.29137, -2.81917, -1.65841], [1.34218, -3.28935, -0.32778], [2.26699, -2.44606, 0.53960], [3.73798, -2.49712, 0.12516], [2.02963, -2.70665, 1.97976], [1.08590, -4.68557, -2.57316], [0.70393, -3.27618, -3.58241], [-0.42556, -3.63867, -2.31908], [0.33782, -3.43084, 0.08505], [1.80650, -4.28706, -0.32842], [1.90796, -1.41243, 0.45835], [4.32409, -1.99697, 0.89417], [3.78038, -2.08923, -0.88504], [4.13600, -3.51108, 0.03842], [1.02432, -2.67327, 2.12528], [2.41906, -1.93533, 2.50602], [-2.86230, 0.24545, 1.92876], [-2.33894, -1.18973, 1.99623], [-0.91198, -1.15756, 1.98290], [-3.95385, 0.20757, 1.78484], [-2.52376, 0.88589, 1.11679], [-2.81930, 0.80519, 2.86500], [-2.65651, -1.73783, 1.10811], [-2.62023, -1.67827, 2.92468], [-0.57359, -0.72973, 1.17919], [-2.78575, 4.14594, 0.75134], [-1.77890, 4.94055, 1.56943], [-1.34054, 4.20264, 2.68263], [-3.15800, 4.73005, -0.09004], [-3.60187, 3.80692, 1.38904], [-2.35183, 3.23370, 0.33745], [-2.28632, 5.85577, 1.90937], [-0.96185, 5.36694, 0.97236], [-0.40427, 4.35118, 2.83609], [-0.23460, 0.12189, -0.52766], [0.69707, 0.10332, -0.78773], [-0.55358, 0.99742, -0.82082], [2.40451, 0.82782, -1.22720], [3.30822, 1.12003, -1.39595], [1.94765, 1.61160, -0.88320], [0.75888, 2.95317, 0.52915], [-0.13451, 3.29625, 0.67324], [1.22943, 3.67743, 0.10000], [-0.93971, 2.49385, -1.81690], [-0.66910, 3.16477, -2.45318], [-1.66723, 2.02779, -2.25055], [-1.83893, -2.06751, -1.28156], [-2.51922, -1.39619, -1.37945], [-1.02813, -1.56429, -1.07470], [2.36042, -0.99514, -3.42206], [1.82772, -1.75331, -3.11269], [2.57667, -0.51600, -2.61410]],
  "atomic_forces_ev_per_a": [[-0.5, 0.6, 0.5], [0.3, 0.3, -0.1], [0.7, -1.4, 0.2], [-0.9, 1.3, 0.6], [-0.8, -0.5, 0.0], [0.2, -1.1, -0.5], [-0.2, -0.1, 0.1], [0.3, 0.1, 0.0], [0.0, -0.8, -0.1], [-0.1, 0.4, 0.1], [-0.2, -0.2, -0.1], [0.3, 0.2, -0.9], [0.2, 0.4, -0.4], [0.5, 0.4, 0.2], [-0.3, -0.2, 0.2], [0.0, 0.1, 0.2], [0.0, 0.0, 0.1], [-2.0, 0.0, 0.5], [1.2, 1.4, -0.9], [0.5, -0.5, 0.5], [0.0, -0.2, -0.2], [0.6, -0.3, -0.1], [0.7, -0.1, 0.0], [-0.4, -0.2, 0.2], [-0.2, -0.1, -0.1], [-0.5, 0.1, 0.1], [0.4, -0.4, 0.0], [-0.8, 1.2, -0.2], [0.2, -0.4, 0.0], [-0.1, 0.1, 0.1], [-0.1, 0.3, 0.0], [0.2, 0.0, 0.0], [-0.1, -0.1, 0.2], [0.2, -0.5, -0.1], [0.0, 0.0, 0.1], [-0.1, 0.2, 0.0], [-0.1, -0.2, 0.0], [0.4, -0.4, 0.2], [0.2, 0.6, 0.2], [0.0, -0.1, 0.1], [0.0, -0.1, 0.1], [0.3, 0.2, -0.1], [0.1, -0.3, 0.0], [-0.1, 0.1, 0.1], [-0.4, 0.1, -0.3], [0.1, -0.1, 0.0], [0.1, 0.1, -0.1], [0.2, -0.1, 0.0], [0.0, 0.0, 0.0], [-0.4, 0.0, -0.1], [-0.1, -0.4, -0.3], [0.6, 0.7, 0.1], [-0.3, -0.1, -0.1]],
  "lowdin_charge": [-0.07, -0.24, -0.19, -0.43, -0.04, 0.04, 0.10, 0.09, 0.08, 0.13, 0.13, 0.11, 0.07, 0.07, 0.08, 0.04, 0.07, -0.09, -0.28, -0.11, 0.07, 0.05, 0.07, 0.09, 0.11, 0.03, -0.08, -0.35, -0.06, 0.08, 0.08, 0.04, 0.11, 0.11, 0.09, -0.06, 0.02, 0.02, -0.05, 0.08, 0.03, -0.04, 0.01, 0.05, -0.05, 0.07, 0.07, -0.07, 0.03, 0.00, -0.07, 0.00, -0.02],
  "molar_mass_g_mol": 289.366,
  "max_force_ev_per_a": 2.1,
  "orbital_gap_ev": 8.3311,
  "smiles": "COC[C@H](C)N.CCO.CCO.O.O.O.O.O.O",
  "total_charge": 0
}